CH29O17Pb | wB97M-V/def2-TZVPD

CARTESIAN COORDINATES (ANGSTROEM)
H 4.339 1.334 -2.666
H 0.175 -1.834 0.361
O -0.911 -1.309 3.174
H 1.020 1.410 2.190
O -3.147 1.063 1.181
O 3.536 -0.946 1.344
O 0.133 3.595 1.203
H -1.971 3.005 -0.851
H 3.543 -1.736 0.807
C 0.228 0.327 -0.272
O -0.307 -0.554 -1.057
O -1.512 2.448 -1.452
H -0.080 2.705 1.198
H -1.118 -1.363 2.206
H -3.040 -1.837 0.307
O 2.000 1.504 2.193
H -2.927 -2.090 1.801
H -0.811 0.540 3.400
H 0.311 -3.323 0.543
H 0.560 1.741 -3.152
H 2.233 -1.410 -0.899
H 2.767 -1.050 1.897
O 1.477 0.280 -0.335
H -1.043 -2.192 3.573
H -0.717 2.194 -0.978
Pb 3.536 1.129 0.158
O -2.379 -2.021 0.977
H -1.230 -0.444 -1.166
H -1.933 -1.628 -3.407
O 3.578 1.099 -2.170
H -3.549 1.081 0.296
O 0.601 -2.489 0.940
O -1.718 -2.512 -3.707
H -3.429 0.202 -1.936
O 0.439 0.854 -3.446
H 2.176 2.125 2.894
H -0.929 -2.434 -4.254
H -0.057 1.437 4.286
H 3.115 -2.681 -0.994
O 2.853 -1.889 -1.472
O -2.932 -0.577 -2.091
H 3.181 0.374 -2.705
H -3.531 -1.264 -2.377
O -0.535 1.446 3.462
H 0.708 0.239 -2.759
H 0.006 3.877 2.096
O -0.385 0.991 0.598
H -2.325 0.581 1.058

- frontier orbital gap (eV) = 9.228
- energy relative to the best compared isomer or geometry (same formula, charge and spin) (kcal per mole) = 0.00
- HOMO energy (eV) = -13.2427
- 2S+1 = 1
- maximum force (eV Å⁻¹) = 3.89
- net charge = +1